{
  "formula": "C93H207N10O16",
  "method": "ωB97M-V/def2-TZVPD",
  "energy_ev": -147431.965,
  "multiplicity": 1,
  "total_charge": 3,
  "lumo_energy_ha": -0.1442,
  "elements": ["C", "C", "C", "O", "H", "H", "H", "H", "H", "H", "H", "C", "C", "C", "N", "C", "C", "C", "C", "C", "C", "H", "H", "H", "H", "H", "H", "H", "H", "H", "H", "H", "H", "H", "H", "H", "H", "H", "H", "H", "H", "C", "C", "C", "N", "C", "C", "C", "C", "C", "C", "H", "H", "H", "H", "H", "H", "H", "H", "H", "H", "H", "H", "H", "H", "H", "H", "H", "H", "H", "H", "C", "C", "C", "N", "C", "C", "C", "C", "C", "C", "H", "H", "H", "H", "H", "H", "H", "H", "H", "H", "H", "H", "H", "H", "H", "H", "H", "H", "H", "H", "C", "C", "C", "N", "C", "C", "C", "C", "C", "C", "H", "H", "H", "H", "H", "H", "H", "H", "H", "H", "H", "H", "H", "H", "H", "H", "H", "H", "H", "H", "C", "C", "C", "N", "C", "C", "C", "C", "C", "C", "H", "H", "H", "H", "H", "H", "H", "H", "H", "H", "H", "H", "H", "H", "H", "H", "H", "H", "H", "H", "C", "C", "C", "N", "C", "C", "C", "C", "C", "C", "H", "H", "H", "H", "H", "H", "H", "H", "H", "H", "H", "H", "H", "H", "H", "H", "H", "H", "H", "H", "C", "C", "C", "N", "C", "C", "C", "C", "C", "C", "H", "H", "H", "H", "H", "H", "H", "H", "H", "H", "H", "H", "H", "H", "H", "H", "H", "H", "H", "H", "C", "N", "C", "C", "C", "C", "O", "H", "H", "H", "H", "H", "H", "H", "H", "H", "H", "H", "H", "H", "H", "C", "N", "C", "C", "C", "C", "O", "H", "H", "H", "H", "H", "H", "H", "H", "H", "H", "H", "H", "H", "H", "C", "N", "C", "C", "C", "C", "O", "H", "H", "H", "H", "H", "H", "H", "H", "H", "H", "H", "H", "H", "H", "C", "C", "O", "O", "H", "H", "H", "C", "C", "O", "O", "H", "H", "H", "C", "C", "O", "O", "H", "H", "H", "C", "C", "O", "O", "H", "H", "H", "C", "C", "O", "O", "H", "H", "H", "C", "C", "O", "O", "H", "H", "H"],
  "xyz": [[-2.410, 1.540, 0.043], [-0.938, 1.555, -0.087], [-0.294, 0.773, 1.117], [-0.400, 0.951, -1.271], [-2.851, 0.662, -0.359], [-2.788, 2.432, -0.418], [-2.677, 1.625, 1.074], [-0.616, 2.600, 0.042], [-1.023, 0.778, 1.945], [0.661, 1.133, 1.513], [-0.156, -0.315, 0.930], [-2.881, -10.235, -0.648], [-4.066, -9.654, -1.448], [-4.252, -8.217, -0.996], [-5.339, -7.326, -1.661], [-6.650, -8.112, -1.711], [-7.908, -7.345, -1.978], [-7.932, -6.018, -1.241], [-6.644, -5.267, -1.273], [-5.560, -6.187, -0.741], [-4.861, -6.867, -3.004], [-3.331, -10.761, 0.178], [-2.294, -9.440, -0.290], [-2.267, -10.872, -1.298], [-4.942, -10.245, -1.478], [-3.703, -9.519, -2.466], [-3.281, -7.738, -1.269], [-4.311, -8.090, 0.072], [-6.668, -8.609, -0.738], [-6.464, -8.842, -2.468], [-8.781, -7.895, -1.698], [-7.892, -7.055, -3.059], [-8.233, -6.351, -0.211], [-8.752, -5.373, -1.573], [-6.723, -4.414, -0.643], [-6.352, -4.960, -2.243], [-5.667, -6.476, 0.298], [-4.580, -5.637, -0.807], [-5.695, -6.343, -3.468], [-4.592, -7.757, -3.581], [-3.986, -6.262, -2.825], [3.435, 2.394, -3.568], [3.138, 2.021, -5.099], [4.015, 2.861, -6.041], [4.206, 2.511, -7.468], [2.866, 2.475, -8.136], [2.897, 2.278, -9.632], [3.647, 3.429, -10.284], [5.126, 3.476, -9.611], [5.042, 3.574, -8.092], [4.840, 1.182, -7.465], [4.450, 2.051, -3.364], [2.762, 1.859, -2.929], [3.343, 3.471, -3.337], [2.069, 2.181, -5.323], [3.340, 0.956, -5.051], [5.069, 2.870, -5.612], [3.575, 3.854, -5.863], [2.329, 3.440, -7.831], [2.296, 1.660, -7.598], [1.879, 2.389, -10.058], [3.416, 1.351, -9.858], [3.041, 4.317, -10.056], [3.641, 3.276, -11.340], [5.748, 4.338, -10.002], [5.636, 2.545, -9.842], [4.605, 4.546, -7.794], [6.052, 3.453, -7.676], [5.820, 1.275, -6.946], [5.162, 0.956, -8.475], [4.117, 0.439, -7.128], [9.460, -2.806, -2.080], [9.179, -4.024, -1.189], [7.666, -3.855, -0.732], [6.955, -4.978, -0.154], [5.582, -4.407, 0.318], [4.716, -5.562, 0.779], [4.380, -6.407, -0.412], [5.689, -7.128, -0.802], [6.690, -6.055, -1.171], [7.610, -5.480, 1.020], [9.220, -1.841, -1.640], [8.928, -2.908, -3.033], [10.507, -2.877, -2.361], [9.899, -4.008, -0.408], [9.262, -4.971, -1.767], [7.146, -3.482, -1.578], [7.609, -3.050, -0.044], [5.089, -3.829, -0.551], [5.878, -3.684, 1.092], [3.903, -5.024, 1.261], [5.310, -6.110, 1.595], [4.022, -5.828, -1.302], [3.609, -7.137, -0.125], [5.572, -7.792, -1.682], [6.013, -7.746, 0.055], [6.392, -5.463, -2.044], [7.625, -6.554, -1.367], [7.408, -4.928, 1.897], [8.683, -5.415, 0.833], [7.311, -6.512, 1.158], [-4.134, 4.090, 5.135], [-3.076, 4.076, 6.254], [-2.137, 5.262, 6.145], [-1.246, 5.551, 7.329], [-0.662, 6.957, 7.009], [0.181, 7.620, 8.155], [-0.748, 7.780, 9.300], [-1.316, 6.402, 9.668], [-2.061, 5.777, 8.506], [-0.243, 4.485, 7.508], [-4.560, 5.146, 5.100], [-4.964, 3.349, 5.358], [-3.631, 3.895, 4.125], [-2.490, 3.174, 6.302], [-3.667, 4.080, 7.158], [-2.735, 6.131, 6.019], [-1.477, 5.124, 5.292], [-1.586, 7.504, 6.809], [-0.087, 6.866, 6.100], [0.540, 8.573, 7.721], [1.061, 6.967, 8.395], [-1.572, 8.418, 8.989], [-0.429, 8.243, 10.171], [-1.935, 6.610, 10.512], [-0.478, 5.781, 10.003], [-2.886, 6.411, 8.211], [-2.481, 4.793, 8.848], [-0.701, 3.534, 7.843], [0.456, 4.688, 8.297], [0.280, 4.469, 6.572], [-2.944, -3.978, 1.498], [-2.557, -5.382, 1.912], [-1.071, -5.146, 2.266], [-0.313, -6.299, 2.955], [0.877, -5.668, 3.709], [0.417, -4.837, 4.905], [-0.388, -5.712, 5.869], [-1.509, -6.352, 5.127], [-1.139, -7.080, 3.874], [0.267, -7.085, 1.854], [-2.771, -3.225, 2.256], [-4.032, -3.908, 1.237], [-2.500, -3.696, 0.547], [-2.585, -6.208, 1.211], [-3.150, -5.563, 2.834], [-1.060, -4.363, 3.008], [-0.577, -4.884, 1.308], [1.436, -5.099, 2.992], [1.528, -6.441, 4.106], [-0.238, -3.962, 4.642], [1.258, -4.398, 5.386], [-0.764, -5.159, 6.680], [0.301, -6.502, 6.205], [-2.327, -5.648, 4.998], [-2.103, -7.134, 5.677], [-2.003, -7.426, 3.319], [-0.645, -7.961, 4.108], [-0.500, -7.469, 1.157], [0.678, -8.051, 2.225], [0.961, -6.410, 1.379], [1.922, -0.517, 4.750], [3.157, 0.297, 4.520], [2.822, 1.070, 3.216], [3.924, 1.806, 2.503], [5.140, 0.893, 2.393], [6.221, 1.471, 1.542], [5.760, 1.569, 0.056], [4.553, 2.572, 0.136], [3.418, 2.141, 1.075], [4.174, 3.054, 3.294], [2.010, -1.345, 5.523], [1.678, -1.111, 3.881], [1.068, 0.115, 4.947], [4.032, -0.390, 4.479], [3.212, 0.993, 5.361], [2.041, 1.782, 3.393], [2.435, 0.401, 2.466], [4.805, -0.081, 2.095], [5.532, 0.763, 3.399], [7.133, 0.865, 1.639], [6.513, 2.448, 1.876], [5.523, 0.618, -0.399], [6.607, 1.924, -0.516], [4.240, 2.836, -0.907], [5.059, 3.452, 0.502], [2.851, 1.222, 0.788], [2.743, 2.937, 1.233], [4.790, 3.807, 2.725], [4.671, 2.726, 4.212], [3.243, 3.568, 3.506], [1.040, 4.664, -1.561], [0.028, 5.732, -0.981], [0.810, 6.489, 0.074], [0.084, 7.632, 0.842], [-0.818, 8.405, -0.159], [-1.692, 9.445, 0.524], [-2.365, 8.836, 1.779], [-1.389, 8.145, 2.798], [-0.710, 7.056, 1.917], [1.298, 8.517, 1.335], [1.735, 5.240, -2.117], [0.493, 3.910, -2.099], [1.645, 4.159, -0.777], [-0.919, 5.178, -0.532], [-0.264, 6.459, -1.870], [1.630, 6.846, -0.500], [1.180, 5.768, 0.779], [-1.545, 7.710, -0.562], [-0.200, 8.804, -0.990], [-2.399, 9.850, -0.170], [-1.083, 10.298, 0.889], [-3.013, 8.027, 1.427], [-3.061, 9.540, 2.249], [-1.969, 7.533, 3.471], [-0.769, 8.817, 3.417], [-1.564, 6.631, 1.431], [-0.142, 6.331, 2.498], [1.935, 8.094, 2.084], [0.950, 9.447, 1.844], [1.863, 8.678, 0.437], [1.573, -1.968, -1.353], [1.231, -2.261, -2.761], [1.600, -0.991, -3.434], [2.215, -3.280, -3.269], [-0.220, -2.809, -2.827], [-0.879, -2.936, -4.247], [-1.070, -1.788, -4.924], [1.315, -2.665, -0.582], [1.039, -1.017, -1.116], [2.581, -1.701, -1.268], [2.548, -0.568, -3.065], [0.847, -0.271, -3.180], [1.672, -1.204, -4.446], [3.189, -2.882, -3.197], [1.863, -3.615, -4.259], [2.004, -4.111, -2.635], [-0.682, -2.072, -2.164], [-0.167, -3.746, -2.290], [-1.757, -3.565, -4.095], [-0.035, -3.408, -4.865], [-1.634, -1.242, -4.406], [-5.417, 1.545, 1.517], [-6.814, 1.901, 1.063], [-7.271, 3.199, 1.556], [-6.752, 2.009, -0.450], [-7.822, 0.866, 1.464], [-7.656, -0.541, 0.919], [-6.591, -1.186, 1.577], [-5.132, 0.484, 1.304], [-5.427, 1.682, 2.649], [-4.706, 2.185, 0.945], [-7.347, 3.303, 2.652], [-8.288, 3.343, 1.100], [-6.508, 3.955, 1.252], [-6.263, 2.931, -0.809], [-7.764, 1.920, -0.869], [-6.265, 1.068, -0.700], [-8.817, 1.285, 1.188], [-7.747, 0.730, 2.558], [-7.408, -0.545, -0.201], [-8.604, -1.113, 0.978], [-6.104, -1.616, 0.898], [-2.154, 3.891, -2.447], [-2.904, 3.318, -3.565], [-3.487, 2.060, -2.894], [-4.074, 4.186, -4.020], [-1.963, 3.025, -4.662], [-0.684, 2.083, -4.373], [0.201, 2.468, -3.417], [-1.301, 3.226, -2.254], [-2.918, 3.825, -1.663], [-1.899, 4.929, -2.671], [-2.670, 1.547, -2.456], [-4.021, 1.454, -3.640], [-4.231, 2.375, -2.190], [-3.743, 4.927, -4.743], [-4.431, 4.752, -3.153], [-4.892, 3.494, -4.281], [-1.607, 4.017, -4.970], [-2.611, 2.574, -5.442], [-0.165, 2.166, -5.317], [-1.024, 1.040, -4.310], [-0.280, 1.487, -2.114], [-0.637, 3.087, 3.709], [0.430, 4.176, 3.659], [1.071, 4.217, 2.614], [0.485, 5.093, 4.548], [-0.390, 2.226, 3.054], [-1.443, 3.673, 3.220], [-0.953, 2.760, 4.719], [-3.717, -2.218, -2.345], [-4.590, -1.359, -1.354], [-4.952, -2.000, -0.347], [-5.027, -0.215, -1.673], [-3.682, -1.727, -3.346], [-4.097, -3.254, -2.366], [-2.716, -2.185, -2.048], [-5.835, 6.465, -0.827], [-4.609, 5.840, -0.119], [-3.556, 6.488, -0.109], [-4.794, 4.677, 0.415], [-6.143, 7.421, -0.336], [-6.662, 5.781, -0.803], [-5.581, 6.678, -1.864], [0.786, -7.002, -1.998], [-0.624, -6.687, -1.481], [-1.079, -7.572, -0.685], [-1.179, -5.589, -1.748], [1.473, -6.166, -1.872], [0.787, -7.387, -3.007], [1.213, -7.782, -1.383], [3.510, -2.245, 1.301], [2.668, -3.318, 2.079], [1.644, -3.734, 1.534], [3.084, -3.579, 3.223], [4.499, -2.064, 1.770], [3.017, -1.272, 1.218], [3.690, -2.561, 0.296], [6.032, -1.264, -4.464], [5.263, -1.347, -3.000], [5.293, -2.400, -2.317], [4.595, -0.313, -2.703], [6.725, -2.102, -4.603], [6.423, -0.295, -4.541], [5.285, -1.366, -5.245]]
}